Density functional theory data (ωB97M-V with the def2-TZVPD basis set) for a molecular structure, C2H5O2Tm.

- Highest occupied orbital energy (alpha / beta): -23.05 / -24.89 eV
- Spin multiplicity: 4
- Net charge: +3

The geometry in XYZ format:
```
10
Properties=species:S:1:pos:R:3:forces:R:3
C 1.22349 -0.98584 0.97489 -0.345 -0.279 0.917
H 1.18320 0.09915 1.09248 0.276 -0.148 -0.392
H 2.08611 -1.52722 1.36343 0.029 0.114 -0.260
C 0.01431 -1.69730 0.74337 1.831 -0.873 1.356
O -0.99398 -1.18530 0.21322 -2.645 3.287 -2.565
Tm -1.99867 0.48145 -0.96410 1.155 -1.870 1.162
H -0.08826 -2.70899 1.16282 0.008 -0.015 -0.390
O -0.69413 2.19228 -1.53720 0.134 -1.387 0.975
H -0.99927 3.08130 -1.76163 0.054 0.877 -0.366
H 0.26723 2.25047 -1.28727 -0.498 0.294 -0.437
```
Forces are in eV/Å.

Löwdin atomic charge list, values in e, 6 entries:
1 C 0.29
2 H 0.11
3 H 0.13
4 C -0.16
5 O -0.17
6 Tm 2.38

---

Density functional theory data (ωB97M-V with the def2-TZVPD basis set) for a single C11H13N molecule.

- Highest occupied orbital energy: -8.77 eV
- Net charge: 0

The geometry in XYZ format:
```
25
Properties=species:S:1:pos:R:3:forces:R:3
C 2.75395 -0.91792 -1.07117 -1.013 0.066 2.228
C 1.55179 -0.62493 -0.37513 -2.502 -2.148 -1.811
C 3.78758 -0.12838 -0.65169 1.620 -0.873 -3.299
C 2.70877 0.96467 0.85278 -3.750 1.808 1.795
C 1.42019 0.26944 0.66066 1.706 0.884 0.033
C -1.13898 0.11174 0.66466 -2.724 -1.383 0.200
C -0.86715 -0.34436 2.09527 0.329 2.250 -1.042
C 0.02547 0.68821 1.32060 2.284 -3.333 -2.411
C -2.04185 0.02101 -0.37113 0.234 -0.971 2.902
C -1.71132 0.76327 -1.58095 1.311 2.884 1.192
C -3.39694 -0.78057 -0.20284 1.324 -1.251 0.034
N 3.80199 0.90614 0.17269 0.222 -1.314 -0.133
H 2.91715 -1.78995 -1.74415 -0.422 1.148 0.402
H 0.62092 -1.13452 -0.80653 1.128 0.638 0.990
H 4.61176 -0.25768 -1.32564 1.227 0.171 0.301
H 2.70964 1.83428 1.49752 -0.319 -0.021 0.644
H -1.36416 0.04321 2.98154 -0.341 0.168 -0.385
H -0.32934 -1.21747 2.33080 0.343 -1.342 -0.256
H 0.04358 1.68521 1.54238 -0.268 2.475 0.868
H -2.10475 0.50655 -2.50773 -0.965 -0.988 -1.432
H -0.58630 0.87111 -1.69765 -1.410 0.176 0.210
H -2.19308 1.74654 -1.28597 0.861 -0.332 -1.044
H -4.35643 -0.42777 0.21615 1.109 0.966 0.744
H -2.99360 -1.63263 0.41586 -1.184 0.475 -0.585
H -3.86888 -1.15520 -1.13034 1.202 -0.153 -0.145
```
Forces are in eV/Å.

Löwdin atomic charge list, values in e, 6 entries:
1 C -0.06
2 C -0.07
3 C -0.20
4 C -0.12
5 C -0.09
6 C -0.19

---

These records have E_tot values of -1313.54469 -481.55914 Eh, in the order they appear.
These records have energy above the lowest of the compared OMol25 structures with the same formula, charge and spin values of 0.0 98.1 kcal/mol, in the order they appear.